Record 1
Molecular formula: C2H3P
Method: DFT, ωB97M-V/def2-TZVPD

Properties
E   -11402.00575 eV
Gap between HOMO and LUMO (spin up / spin down)   7.28 / 7.28 eV
Multiplicity   1
Energy above the lowest of the compared OMol25 structures with the same formula, charge and spin   155.3 kcal/mol
HOMO energy (spin up / spin down)   -9.518 / -9.520 eV
LUMO (spin up / spin down)   -2.2 / -2.2 eV

The geometry in XYZ format:
```
6
Properties=species:S:1:pos:R:3:forces:R:3
C -1.227 0.516 0.250 -0.011 1.183 -0.095
C 1.412 -0.406 0.537 3.636 -1.200 2.768
P 0.014 -0.431 -0.180 -6.249 -4.523 -3.158
H -1.103 1.586 0.373 -0.044 0.160 0.367
H -0.490 -1.649 -0.812 0.176 0.491 0.660
H 1.395 0.384 -0.168 2.492 3.890 -0.543
```
Positions in Å, forces in eV/Å.


Record 2
Molecular formula: C2H3P3
Method: DFT, ωB97M-V/def2-TZVPD

Properties
E   -29987.04145 eV
Gap between HOMO and LUMO   7.53 eV
Multiplicity   1
Energy above the lowest of the compared OMol25 structures with the same formula, charge and spin   13.9 kcal/mol
HOMO energy   -8.644 eV
LUMO   -1.1 eV

The geometry in XYZ format:
```
8
Properties=species:S:1:pos:R:3:forces:R:3
C -0.919 1.185 -0.240 0.981 -2.001 1.142
C 0.868 -0.620 0.427 1.609 0.053 1.115
P 0.137 1.013 1.106 -0.617 -1.219 -2.505
P -1.251 -0.070 -1.494 0.838 -0.188 -0.036
P 0.280 -1.401 -1.165 -0.355 1.116 0.640
H -1.726 1.844 -0.291 -0.889 1.801 0.265
H 2.038 -0.500 0.502 -2.097 -0.537 -0.162
H 0.572 -1.451 1.154 0.530 0.976 -0.460
```
Positions in Å, forces in eV/Å.


Record 3
Molecular formula: C2H3P3
Method: DFT, ωB97M-V/def2-TZVPD

Properties
E   -29986.58850 eV
Gap between HOMO and LUMO   8.58 eV
Multiplicity   1
SMILES   C1=P[PH]#P=C1
Energy above the lowest of the compared OMol25 structures with the same formula, charge and spin   24.3 kcal/mol
HOMO energy   -9.196 eV
LUMO   -0.6 eV

The geometry in XYZ format:
```
8
Properties=species:S:1:pos:R:3:forces:R:3
C 0.826 0.813 0.252 2.518 -4.282 -0.396
P -0.549 1.691 0.135 -0.801 0.226 -0.257
P -1.969 -0.011 0.042 0.238 0.380 1.775
P -0.608 -1.723 0.142 0.564 0.147 -0.509
C 0.834 -0.874 0.220 -3.209 5.354 -0.002
H 1.902 1.204 0.241 -1.781 -0.236 0.264
H -2.221 0.123 -1.293 -0.112 -0.130 -1.181
H 1.785 -1.225 0.260 2.584 -1.460 0.306
```
Positions in Å, forces in eV/Å.


Record 4
Molecular formula: C2H3PS
Method: DFT, ωB97M-V/def2-TZVPD

Properties
E   -22241.78273 eV
Gap between HOMO and LUMO (spin up / spin down)   6.85 / 6.76 eV
Multiplicity   1
Energy above the lowest of the compared OMol25 structures with the same formula, charge and spin   64.4 kcal/mol
HOMO energy (spin up / spin down)   -8.399 / -8.512 eV
LUMO (spin up / spin down)   -1.5 / -1.8 eV

The geometry in XYZ format:
```
7
Properties=species:S:1:pos:R:3:forces:R:3
C -1.067 0.347 -0.122 0.430 1.011 3.629
C 0.150 -0.213 -0.317 1.669 -0.242 -2.102
P -2.835 -0.095 -0.296 1.443 0.032 -0.409
S 2.140 0.270 -0.063 -2.606 -0.982 1.765
H -1.095 1.109 0.798 0.244 -0.962 -2.051
H 0.323 -0.942 -1.132 -0.650 0.188 0.731
H 2.385 -0.477 1.133 -0.530 0.955 -1.563
```
Positions in Å, forces in eV/Å.


Record 5
Molecular formula: C2H3PS2
Method: DFT, ωB97M-V/def2-TZVPD

Properties
E   -33078.99486 eV
Gap between HOMO and LUMO (spin up / spin down)   6.00 / 7.06 eV
Multiplicity   1
Energy above the lowest of the compared OMol25 structures with the same formula, charge and spin   44.3 kcal/mol
HOMO energy (spin up / spin down)   -8.127 / -8.530 eV
LUMO (spin up / spin down)   -2.1 / -1.5 eV

The geometry in XYZ format:
```
8
Properties=species:S:1:pos:R:3:forces:R:3
C -0.251 -0.802 -0.240 4.590 -1.733 -0.131
C -1.131 0.177 -0.044 -3.499 -0.749 0.737
P 2.465 0.735 0.185 -0.099 0.327 0.251
S 1.537 -1.006 -0.238 -2.053 0.287 -0.403
S -1.123 1.798 -0.081 0.362 1.403 0.039
H -0.558 -1.806 -0.310 -0.818 -1.035 -0.019
H -2.137 -0.349 0.171 1.154 1.037 -0.465
H 1.197 1.253 0.557 0.363 0.464 -0.007
```
Positions in Å, forces in eV/Å.


Record 6
Molecular formula: C2H3PS3
Method: DFT, ωB97M-V/def2-TZVPD

Properties
E   -43913.20982 eV
Gap between HOMO and LUMO (spin up / spin down)   6.75 / 6.69 eV
Multiplicity   1
Energy above the lowest of the compared OMol25 structures with the same formula, charge and spin   52.9 kcal/mol
HOMO energy (spin up / spin down)   -8.422 / -8.411 eV
LUMO (spin up / spin down)   -1.7 / -1.7 eV

The geometry in XYZ format:
```
9
Properties=species:S:1:pos:R:3:forces:R:3
C -0.520 -1.120 0.739 0.708 0.459 0.908
C 0.724 0.593 -0.648 -1.985 4.572 -0.393
P -0.013 -2.249 -0.438 -2.111 0.119 1.935
S -0.780 -0.163 1.986 -0.138 -1.247 -1.600
S -0.267 1.935 -1.039 1.154 -1.598 1.330
S -0.438 3.207 0.432 0.109 -0.627 -0.482
H 1.381 0.693 0.167 0.583 -0.238 0.969
H 0.974 0.133 -1.530 0.603 -1.639 -1.792
H -1.059 -3.029 0.332 1.076 0.199 -0.875
```
Positions in Å, forces in eV/Å.